# 1
A molecular structure, C31H58Br22ClN2O5S in a non-equilibrium geometry. Source: the OMol25 dataset; level of theory: the ωB97M-V functional and the def2-TZVPD basis.

XYZ file:
```
120
Properties=species:S:1:pos:R:3:lowdin_charge:R:1
H 2.29861 0.91652 0.02433 0.136
C 0.38920 2.66858 -1.71418 -0.357
H 5.77082 -8.04252 2.75428 0.063
C 1.17744 -1.07615 -2.15247 -0.023
Br -3.03064 4.15860 1.97256 0.688
C 2.10912 4.65835 -6.38777 -0.707
H 0.37246 -0.44162 -5.09463 0.064
C -4.96716 0.98193 6.11060 -0.843
H 1.73389 -0.73764 0.24913 0.031
C -4.03264 2.27571 3.88032 -0.621
O -2.65947 -1.14138 -0.77915 -0.109
Br 0.51257 4.93888 -0.43684 0.961
C 1.41727 -5.94470 -1.11987 -0.619
H -6.41984 2.08057 7.28820 0.058
C 1.18000 -4.28991 2.25537 -0.697
Br 3.74472 -4.96568 -4.18691 0.595
H -6.22262 2.64232 5.61513 0.043
O -2.94547 2.30585 -1.06054 -0.093
Br 0.65182 -7.12186 1.39595 0.749
O -0.74242 2.83562 -0.91586 -0.282
Br -0.76049 7.93181 1.23598 0.622
H 6.37094 -6.26071 -4.49668 0.051
C 1.23145 6.74976 -0.44794 -0.649
Br 0.65879 5.41679 5.28523 0.598
H -1.94786 -0.90789 -0.16826 -0.002
H 1.26750 2.89874 -1.10758 0.057
H 2.35766 4.80046 -7.43722 0.061
Br 2.82195 -2.39001 3.62714 0.618
H 0.42536 -5.07258 2.29923 -0.034
C -6.44146 -2.48074 2.06142 -0.664
H 0.40814 -2.93751 3.77382 0.055
C 1.29377 1.96569 -9.65316 -0.710
Br -3.08351 2.98608 5.42023 0.825
C 1.27239 -3.56069 3.56610 -0.682
C 1.01652 0.18002 -1.52678 -0.109
H 1.36380 6.73938 1.71355 0.046
H -4.94756 2.85194 3.78774 0.070
C -6.25695 -3.01378 0.66605 -0.673
Br 0.63790 -3.09196 0.81164 0.781
H 6.09426 -7.10264 4.22632 0.054
H -2.25765 4.17377 -1.29395 0.124
H 1.80118 -6.93285 -1.35284 0.062
H 3.34900 -7.19076 2.86633 0.007
H -4.49743 -0.42165 -1.19298 0.040
H -6.87644 -3.89396 0.51080 0.061
H 3.33333 6.14548 -5.37913 0.060
Br 5.78477 -7.42348 -2.38048 0.609
C 5.45000 -7.19689 3.35824 -0.677
Br 1.38663 5.63931 -3.87707 0.712
O 0.36081 2.00526 1.57146 -0.303
H -0.39828 4.82920 7.96805 0.049
H 0.40035 3.37139 -2.55125 0.015
C -1.97430 3.15277 -1.55133 -0.254
H 1.54286 -1.92348 -1.58707 0.086
C 1.43491 0.25845 -0.08141 -0.180
C 3.99908 -7.35212 3.72078 -0.678
N 0.92653 -1.29236 -3.41485 0.157
Cl -0.23896 2.12393 -4.73401 0.848
C -6.24207 1.76913 6.26397 -0.687
C 2.29337 5.90797 -5.57711 -0.652
H -2.03317 0.74587 -2.08176 0.104
H 2.28195 6.65136 -0.71243 0.057
H -1.87975 3.06650 -2.64028 0.118
H 2.26997 0.02735 -9.63798 0.058
C 0.47708 4.19443 7.87368 -0.707
H -6.32717 -3.27905 2.79097 0.064
H 0.87323 2.66754 -8.93932 0.038
C 6.35051 -5.91548 -3.46815 -0.690
H 7.36037 -5.67680 -3.14242 0.061
H -4.10486 1.63869 6.20762 -0.168
H 0.70767 7.28826 -1.23097 0.035
Br -0.18731 1.27770 -10.69874 0.647
Br -4.76094 -0.36257 7.49753 0.627
O -1.10151 0.21281 0.59442 -0.323
H -3.66288 1.17458 -2.63479 0.134
C 5.44689 -4.72617 -3.27961 -0.703
H -3.72763 0.37645 0.17009 0.076
H 0.33293 3.28447 8.45181 0.059
H 2.12899 -4.71386 1.93776 -0.030
H 1.78402 3.45545 6.31468 0.049
H 5.21533 -4.55014 -2.23389 -0.004
H 1.80596 6.75572 -6.05318 0.068
H 1.93731 2.49576 -10.35213 0.066
H 1.66619 8.31336 0.94717 0.061
H 0.05229 3.15047 6.05246 0.023
C 0.78382 3.85783 6.43873 -0.709
C 1.07702 7.40029 0.90146 -0.689
H 0.09029 -4.97669 0.28314 -0.116
C 0.28863 -5.96396 -0.12419 -0.677
C 0.29170 0.96961 -3.62350 -0.557
Br 2.92693 -4.91263 -0.46620 0.645
H -2.16481 2.00047 2.82433 0.037
Br 5.75835 -5.61028 2.27481 0.599
C -3.55101 -0.02826 -0.82759 -0.238
C 0.55091 1.25340 -2.26794 -0.074
S 0.15393 0.67010 1.11276 0.705
Br -5.08784 -1.15743 2.51206 0.688
H 1.09684 -5.45575 -2.03744 0.057
H -5.22002 -3.25242 0.45018 0.052
H 3.00477 1.24780 -8.57268 0.049
Br 3.44223 -6.06750 5.07018 0.668
H 0.51683 -0.17419 2.10792 0.074
C 2.07094 0.86747 -8.98124 -0.653
H 1.40184 -4.28700 4.36442 0.004
H 5.89060 -3.83357 -3.71500 0.059
Br 3.27741 3.23389 -5.75906 0.615
H -4.92523 0.45642 5.16122 -0.016
H -4.27275 1.24300 4.12473 -0.003
Br -6.81817 -1.72863 -0.68049 0.671
H -7.40289 -1.99674 2.19949 0.056
Br -7.79416 0.74077 5.71322 0.619
H 3.80991 -8.33562 4.14486 0.065
H -0.61578 -6.35589 -0.58362 0.073
H -3.61892 1.76022 1.83552 0.034
Br 1.94553 5.13613 8.72954 0.615
C -3.17865 2.34348 2.64204 -0.671
N 0.50610 -0.25187 -4.10008 0.046
Br 1.09888 0.13703 -7.45374 0.639
C -3.02595 1.06969 -1.74944 -0.156
H 1.08939 4.29543 -6.30154 0.017
```

Computed properties:
* net charge: +1
* LUMO level: -4.53 eV
* HOMO: -10.72 eV
* frontier orbital gap: 6.2 eV

=====

# 2
13 unconnected molecules or ions with the total composition C31H58N6O7 in a non-equilibrium geometry. Source: the OMol25 dataset; level of theory: the ωB97M-V functional and the def2-TZVPD basis.

XYZ file:
```
102
Properties=species:S:1:pos:R:3:lowdin_charge:R:1
H 0.65400 -0.95697 1.82186 0.017
H -0.07480 3.74459 1.93369 0.023
H 1.63352 -5.86601 3.03030 0.107
H -3.10503 -2.69867 -2.47929 0.095
H -0.52789 -2.48527 4.45044 0.068
H 3.22823 1.05976 -0.36671 0.057
N 0.17480 -4.65318 1.95381 0.038
H -0.86479 1.09425 -3.93750 0.071
N 0.62041 6.08672 0.99743 0.023
H 2.84870 3.89852 1.85754 0.111
H 1.72523 -2.61547 -5.83373 0.071
C 1.33429 5.43266 1.95271 -0.149
O -2.09608 0.83350 3.91214 -0.146
C -1.90925 4.22373 1.77661 -0.152
O -2.00249 -3.97386 4.62507 -0.136
C 1.69178 4.45771 0.00949 -0.123
C 0.86336 5.54872 -0.20990 -0.112
H 0.11282 -1.86885 -0.47759 0.131
H -3.36050 0.63418 5.48542 0.082
C -0.49143 -6.45883 3.13570 -0.096
H 5.24692 1.54915 -2.20500 0.089
C -4.48441 -5.00199 -0.50907 -0.078
H -2.12021 -2.02843 5.07917 0.071
H -0.35450 -7.41042 3.62776 0.088
C 6.33478 0.10359 -0.97784 -0.117
C -3.43914 -3.22646 -1.59827 -0.138
H 1.01724 -1.12119 -6.20566 0.080
H 4.13788 -2.78130 -1.39038 0.086
H -2.90040 5.36943 -5.70090 0.151
H 4.52867 -4.34689 -0.72725 0.090
H -0.18209 6.92111 -2.99715 0.076
C -1.60247 -2.60628 4.31357 -0.128
C -0.97021 -0.12210 0.46902 0.082
C -1.50789 4.34634 -4.40782 -0.131
H 2.01064 -1.39236 4.24830 0.091
C 0.68657 0.13360 -1.13144 0.019
H -1.65222 3.30811 -4.66789 0.079
H -4.11759 -1.76629 -0.07104 0.082
C -3.94863 -2.77235 -0.42557 -0.160
C -1.75740 6.58252 -4.39638 -0.114
H -2.93297 4.03929 2.10230 0.091
O 3.00089 -3.44350 0.16659 -0.123
C 4.23783 0.67714 -0.33975 -0.127
H -2.82240 2.22748 5.28362 0.079
C 2.08793 4.47112 1.34789 -0.106
H 1.30465 5.69787 2.99922 0.132
H -1.94374 -2.33847 3.31361 0.055
N 6.01350 -0.56296 0.18064 0.002
H 7.29977 0.03003 -1.45719 0.111
H -1.80728 4.07532 0.70159 0.071
H 1.54304 -0.11482 -1.74065 0.123
H -1.73697 -0.46963 1.14557 0.138
C -0.46377 4.74821 -3.59177 -0.093
C -1.66818 -6.00131 2.34573 -0.060
O 1.33995 -1.43032 -4.20342 -0.142
H 0.27799 4.19765 -3.03224 0.073
C 4.71372 -0.20006 0.60289 -0.131
H 2.82691 -1.40093 -5.72610 0.086
O -1.64905 -0.71877 -3.48241 -0.127
H 1.93352 3.75446 -0.77371 0.078
C 0.60022 -5.66910 2.78553 -0.131
N -3.70452 -4.58533 -1.59262 -0.003
H 0.29095 2.33018 -1.28135 0.116
H -1.79000 1.57028 3.37822 0.022
H -1.66383 -0.68673 -2.52305 0.054
H 1.01082 -0.22842 3.72694 0.076
C -0.04586 -0.80230 -0.41682 -0.021
O -0.88394 3.47554 2.37473 -0.137
C -1.15366 -4.86598 1.76722 -0.203
H -1.66827 5.25810 2.02177 0.075
H -1.64840 1.85884 0.45759 0.145
C -0.70730 6.16433 -3.56091 -0.139
H -1.95331 0.42216 -5.16347 0.097
H -2.60395 -6.50827 2.16207 0.093
C -3.15742 1.36698 4.70449 -0.139
H -2.22699 7.50796 -4.69548 0.116
H -4.01253 1.66562 4.09810 0.079
N -0.96824 1.24076 0.03870 0.132
H -3.50961 -5.18087 -2.38474 0.145
H 4.50886 -0.60559 1.58267 0.103
C 1.84049 -0.81837 3.33744 -0.122
H 4.85141 -2.92247 0.31157 0.064
H 2.66331 -0.17733 3.02098 0.069
H 2.60391 -2.59403 0.37247 0.037
H -0.01037 6.86474 1.12748 0.164
H -2.67462 0.91345 -3.65822 0.090
C 0.08446 1.38430 -0.80274 0.023
H 6.61653 -1.14792 0.74124 0.146
H 0.67588 -3.97637 1.39619 0.115
C 1.76421 -1.56453 -5.54719 -0.150
H 0.40357 5.82715 -1.14663 0.084
H -1.29449 -4.58794 4.41714 0.021
C -1.76479 0.49925 -4.09266 -0.179
C -4.68464 -3.81403 0.19293 -0.111
H 0.38999 -1.52687 -4.10414 0.041
H -5.33724 -3.59685 1.02561 0.096
H -4.66160 -6.04154 -0.27598 0.111
O 1.34565 -1.50523 2.19953 -0.134
N -2.19863 5.44377 -4.97835 0.012
C 4.20340 -3.34201 -0.45795 -0.190
H -1.69362 -4.32020 1.00763 0.091
C 5.22846 0.86241 -1.37167 -0.085
```

Computed properties:
* net charge: +1
* LUMO level (spin up / spin down): -3.54 / -7.17 eV
* HOMO (spin up / spin down): -9.73 / -9.73 eV
* multiplicity: 2
* frontier orbital gap (spin up / spin down): 6.2 / 2.6 eV